Formula: C3H8N2O2
Source: OMol25
Level of theory: wB97M-V/def2-TZVPD

```
! wB97M-V def2-TZVPD RIJCOSX def2/J DEFGRID3
* xyz 0 1
N -1.1722 -0.6807 2.0675
C -0.9881 -0.1869 0.7305
O -1.1763 -1.1233 -0.2113
N 0.1332 0.7179 0.5645
C 0.4741 1.0879 -0.6499
C 1.4818 -0.3533 -1.1437
O 0.6609 -1.1566 -1.7141
H -0.8412 -1.6309 2.1590
H -0.7554 -0.0653 2.7568
H -1.5907 0.7926 0.6789
H 1.0975 1.9845 -0.7023
H -0.2292 0.9644 -1.4779
H 1.9753 -0.6434 -0.2138
H 2.1851 0.1558 -1.8241
H -0.2152 -1.2953 -1.0434
*
```

Energy above the lowest of the compared OMol25 structures with the same formula, charge and spin = 526.6 kJ/mol
E = -378.940429 Ha
HOMO-LUMO gap (alpha / beta) = 7.490 / 7.491 eV
Molecular weight = 104.1 Da
Highest occupied orbital energy (alpha / beta) = -9.20 / -9.20 eV

=====

Formula: C25H48ClNO3P2PrS
Source: OMol25
Level of theory: wB97M-V/def2-TZVPD

```
! wB97M-V def2-TZVPD RIJCOSX def2/J DEFGRID3
* xyz -1 3
Pr 0.3612 -0.6379 -0.1294
Cl 0.5286 0.4923 -2.5831
P -0.3784 -3.2206 -1.2823
C 0.6975 -3.8327 -2.6893
C -0.0958 -4.2688 0.3581
C -2.1443 -3.1419 -1.8262
C 2.0149 -3.0314 -2.7907
H 0.1147 -3.6049 -3.6000
C 0.8757 -5.3505 -2.5947
H 1.4284 -5.6344 -1.6879
H 1.4396 -5.7315 -3.4589
H -0.0971 -5.8671 -2.6008
H 1.8094 -1.9566 -2.9462
H 2.6194 -3.3845 -3.6446
H 2.6273 -3.1233 -1.8805
H -2.0451 -2.5530 -2.7589
C -3.1290 -2.3472 -0.9304
C -2.5960 -4.5634 -2.1830
H -2.0868 -4.9147 -3.0940
H -3.6746 -4.5840 -2.3950
H -2.3983 -5.2760 -1.3653
H -2.6527 -1.5695 -0.3007
H -3.7324 -3.0075 -0.2851
H -3.8328 -1.8094 -1.5897
C 1.3109 -3.9368 0.8659
H -0.1330 -5.3385 0.1009
C -1.1818 -3.9940 1.4030
H 2.0950 -4.1435 0.1231
H 1.5491 -4.5306 1.7577
H 1.4091 -2.8755 1.1617
H -1.1931 -2.9449 1.7424
H -1.0022 -4.6140 2.2960
H -2.1967 -4.2377 1.0491
H 2.3142 -0.9879 -0.4737
H -1.0983 0.7978 -0.1280
P 0.5333 4.0509 -1.2682
C -0.7819 4.3193 -2.4671
C 0.3902 4.5533 0.5330
C 2.1252 3.5384 -1.9928
C -1.9899 3.3486 -2.3716
H -0.2894 4.1076 -3.4345
C -1.0838 5.8152 -2.3863
H -1.5192 6.1012 -1.4184
H -1.7738 6.0738 -3.1932
H -0.1592 6.3870 -2.5476
H -1.6760 2.3153 -2.5869
H -2.7724 3.6199 -3.0992
H -2.4482 3.3294 -1.3760
H 1.8159 3.0601 -2.9451
C 2.9877 2.4695 -1.2439
C 2.8376 4.8712 -2.3177
H 2.3189 5.3845 -3.1478
H 3.8614 4.6381 -2.6428
H 2.8740 5.5550 -1.4498
H 2.4475 1.8528 -0.4956
H 3.8603 2.9278 -0.7427
H 3.3746 1.7529 -1.9889
C -0.9595 4.0339 1.0750
H 0.4289 5.6605 0.4632
C 1.5324 3.9954 1.3813
H -1.8299 4.3556 0.4828
H -1.1202 4.3806 2.1057
H -0.9301 2.9307 1.0789
H 1.4104 2.9006 1.5044
H 1.5049 4.4420 2.3881
H 2.5393 4.1947 0.9754
O 1.6627 0.0930 1.9394
C 0.5873 0.1055 2.6287
N -0.5932 0.2133 1.9734
S -1.9833 0.0832 2.9386
O -2.6824 1.3402 2.9687
O -2.6747 -1.1237 2.5265
C -0.9574 -0.2069 4.3582
C -1.4082 -0.6557 5.5840
C -0.4479 -1.0819 6.5224
C 0.9175 -1.0850 6.1915
C 1.3592 -0.6034 4.9544
C 0.3919 -0.1545 4.0488
H -2.4743 -0.6760 5.7850
H -0.7721 -1.4289 7.4951
H 1.6374 -1.4841 6.9055
H 2.4017 -0.5763 4.6691
*
```

E = -3319.892292 Ha
HOMO-LUMO gap (alpha / beta) = 4.963 / 4.949 eV
Molecular weight = 681.0 Da
Highest occupied orbital energy (alpha / beta) = -2.64 / -2.63 eV

=====

Formula: FH3NO2P
Source: OMol25
Level of theory: wB97M-V/def2-TZVPD

```
! wB97M-V def2-TZVPD RIJCOSX def2/J DEFGRID3
* xyz 0 1
N -1.0129 0.9555 0.7200
O -0.2126 0.1975 -1.6039
O 0.0531 -1.5933 -0.0038
F 2.0548 0.0897 0.6315
P -0.1107 -0.0079 -0.1060
H -1.0008 1.0482 1.6618
H -0.7092 1.1143 -1.6010
H 0.9383 -1.8040 0.3014
*
```

Energy above the lowest of the compared OMol25 structures with the same formula, charge and spin = 273.6 kJ/mol
E = -648.250650 Ha
HOMO-LUMO gap (alpha / beta) = 10.624 / 10.625 eV
Molecular weight = 99.0 Da
Highest occupied orbital energy (alpha / beta) = -11.09 / -11.09 eV

=====

Formula: C21H23BN8OPd
Source: OMol25
Level of theory: wB97M-V/def2-TZVPD

```
! wB97M-V def2-TZVPD RIJCOSX def2/J DEFGRID3
* xyz 0 1
Pd 0.0086 0.0350 -0.2313
C -3.6671 1.8771 1.0029
C -4.6123 0.9206 0.6484
C -4.1956 -0.2572 0.0618
C -2.8379 -0.4760 -0.1642
N -1.9396 0.4746 0.1652
C -2.3403 1.6114 0.7321
C -2.2400 -1.6559 -0.7799
C -2.9596 -2.7936 -1.1494
C -2.3145 -3.8502 -1.7639
C -0.9507 -3.7695 -2.0256
C -0.2246 -2.6459 -1.6470
C -0.8521 -1.5860 -1.0056
H -3.9567 2.8088 1.4667
H -5.6651 1.1050 0.8180
H -4.9148 -1.0064 -0.2376
H -1.5574 2.3270 0.9550
H -4.0249 -2.8558 -0.9570
H -2.8729 -4.7338 -2.0454
H -0.4493 -4.5889 -2.5261
H 0.8348 -2.6044 -1.8617
B 2.7826 1.2111 -2.2645
N 2.9108 0.0502 -1.1878
C 4.0750 -0.5525 -0.9245
C 3.8579 -1.6176 -0.0665
C 2.4859 -1.5913 0.1596
N 1.9313 -0.5889 -0.5262
N 1.5135 2.0768 -2.0778
C 1.4539 3.4175 -2.1556
C 0.1274 3.7890 -2.2587
C -0.5649 2.5705 -2.2385
N 0.2796 1.5457 -2.1434
H 3.7429 1.9261 -2.1084
H 2.7537 0.6939 -3.3581
H 4.9835 -0.2014 -1.3836
H 4.5866 -2.2957 0.3417
H 1.8701 -2.2359 0.7648
H 2.3468 4.0188 -2.1237
H -0.2715 4.7864 -2.3314
H -1.6271 2.3878 -2.3072
C 0.6339 -0.1223 6.0341
N 0.5261 0.0724 4.6078
C 1.0496 1.2245 3.9034
C 0.7047 0.8628 2.4601
O 0.9223 1.5649 1.4811
N 0.0930 -0.3526 2.4313
C 0.0104 -0.7637 3.6854
N -0.5182 -1.9650 3.9962
H 1.6202 0.1940 6.3731
H 0.5213 -1.1770 6.2786
H -0.1196 0.4508 6.5797
H 2.1286 1.3272 4.0390
H 0.5703 2.1565 4.2092
H -1.0226 -2.3939 3.2349
H -0.8947 -2.1147 4.9162
*
```

Energy above the lowest of the compared OMol25 structures with the same formula, charge and spin = 25.2 kJ/mol
E = -1480.110577 Ha
HOMO-LUMO gap = 6.841 eV
Molecular weight = 520.7 Da
Highest occupied orbital energy = -6.84 eV

=====

Formula: C6H11ClO2S
Source: OMol25
Level of theory: wB97M-V/def2-TZVPD

```
! wB97M-V def2-TZVPD RIJCOSX def2/J DEFGRID3
* xyz 0 1
C -1.0684 0.2226 -1.1429
C -1.0306 -0.1756 0.3534
C 0.4655 -0.6271 0.3166
C -2.0422 -1.2384 0.8269
C -1.2019 1.0330 1.3951
C 2.5113 0.2301 -1.5757
O 2.7836 -0.0453 1.0322
O 1.4386 1.7945 0.1293
S 1.8345 0.3734 0.0775
Cl 0.8772 -2.2229 -0.0801
H -1.4285 -0.5647 -1.8931
H -0.5506 1.1412 -1.4408
H -2.1221 -2.1464 0.2448
H -3.1355 -0.9877 1.0229
H -1.4884 -1.4116 1.7016
H -1.1716 0.7244 2.3618
H -2.1853 1.4088 1.0675
H -0.3439 1.7215 1.1672
H 2.6083 -0.7541 -1.9670
H 1.8448 0.7527 -2.3236
H 3.4050 0.7718 -1.2734
*
```

Energy above the lowest of the compared OMol25 structures with the same formula, charge and spin = 344.9 kJ/mol
E = -1243.900522 Ha
HOMO-LUMO gap (alpha / beta) = 7.939 / 8.385 eV
Molecular weight = 182.7 Da
Highest occupied orbital energy (alpha / beta) = -8.84 / -8.78 eV

=====

Formula: C7H14NO3
Source: OMol25
Level of theory: wB97M-V/def2-TZVPD

```
! wB97M-V def2-TZVPD RIJCOSX def2/J DEFGRID3
* xyz 0 2
C 0.6219 2.2346 -0.9815
C -0.6436 1.4294 -0.6028
C 2.5095 2.3400 0.8342
C 1.9152 -0.4630 -1.5507
C 1.7463 0.2180 -0.2760
O 1.7924 -0.4869 0.7222
N 1.8091 1.6290 -0.2032
H 0.7211 2.2355 -2.0441
H 0.5767 3.2191 -0.5029
H -0.4366 0.6389 0.1476
H -1.2582 0.9665 -1.3634
H 3.4071 2.8299 0.4500
H 1.0630 -1.0277 -1.9330
H -1.3324 1.8820 0.1255
H 1.7935 2.9111 1.4554
H 2.8487 1.4926 1.4648
H 2.2146 0.1452 -2.4239
H 2.6110 -1.2974 -1.3979
C -1.6159 -2.7813 0.8082
C -2.6303 -1.6706 0.5492
O -2.0301 -0.5429 0.5347
O -3.7922 -1.9625 0.3554
H -2.0940 -3.7441 0.7298
H -1.1184 -2.8533 1.7773
H -0.7950 -2.7919 0.0984
*
```

Energy above the lowest of the compared OMol25 structures with the same formula, charge and spin = 75.6 kJ/mol
E = -555.466902 Ha
HOMO-LUMO gap (alpha / beta) = 9.654 / 5.598 eV
Molecular weight = 160.2 Da
Highest occupied orbital energy (alpha / beta) = -8.90 / -8.90 eV